# 1
ORCA calculation (ωB97M-V/def2-TZVPD) on a molecular structure, C18H18AsAuF6N4OS.

ΔE to the lowest compared entry with this formula, charge and spin: 154.1 kJ/mol
expectation value of S²: 0.7751
LUMO (spin up / spin down): -13.691 / -13.682 eV
total charge: +3
largest force on an atom: 2.99 eV Å⁻¹
spin multiplicity: 2
total energy: -4358.76822 Eh
frontier orbital gap (spin up / spin down): 0.1586 / 0.1590 Ha

Last column: Mulliken charge in e.
Element x y z (Å)
C -1.90207 1.07148 -3.99683  -0.81
H -2.64007 -1.12462 3.46447  0.70
H 1.12883 -1.87562 3.10687  0.40
C 0.86923 1.09398 -3.79483  0.65
C 0.04843 0.74288 -2.66073  0.58
H 2.97853 1.31108 -3.88603  0.28
C -1.08317 1.37018 -5.10803  -0.44
H 0.92213 1.70178 -5.86333  0.49
F -0.32087 2.74498 -0.42313  -0.45
H -1.63887 0.01878 2.59047  -0.41
C 0.82073 -0.99192 3.67287  -0.57
C -1.36647 0.74218 -2.77703  -0.45
H 5.05303 1.24068 -2.16323  0.40
C 2.13063 0.79838 -2.01833  0.50
H 3.73223 0.90128 2.13677  0.46
C -1.26447 -3.72682 -0.22803  -0.92
N 2.16373 1.09158 -3.32683  0.01
C -1.47167 -1.95882 1.88747  0.90
H -0.84377 -0.26752 4.83847  0.42
F -2.78417 2.66778 -0.38093  -0.40
H -1.54867 1.58038 -6.06183  0.47
N 2.83353 0.72878 0.26577  -0.26
H -2.97467 1.10478 -4.11843  0.50
C -2.33377 -3.07382 1.82037  -0.81
C 0.31823 1.40988 -5.01513  -0.96
H -1.99187 0.52628 -1.92303  0.47
C -1.65287 -0.99112 3.01887  -0.24
F -2.60457 2.17118 2.09407  -0.42
N 0.86083 0.54358 -1.61533  0.12
H 0.67103 0.92338 3.23717  0.32
F -1.53147 4.34388 1.17207  -0.32
C 4.53243 1.12288 -1.22973  -0.28
Au 0.68473 0.31418 0.57837  2.09
H -2.89527 -4.78272 0.68687  0.46
C 3.83243 0.92728 1.06497  -0.23
C 3.18083 0.85278 -1.05753  -0.34
As -1.59697 2.73768 0.82717  1.84
C -2.21937 -3.93212 0.75147  -0.36
H -3.07357 -3.21362 2.59407  0.52
H 1.47743 -0.92162 4.55407  0.37
C -0.62217 -1.08782 4.14377  -0.93
F -0.19617 2.30458 1.93997  -0.55
H -0.74147 -2.00932 4.72227  0.39
F -1.51707 0.70218 0.43057  -0.57
N -0.57897 -1.80542 0.93747  0.11
H 0.32243 -2.40942 -0.82603  0.49
C -0.43857 -2.61882 -0.08853  -0.39
O 1.08963 0.13658 2.84297  -0.39
H -1.14717 -4.38402 -1.07713  0.48
S 5.32943 1.24778 0.26007  0.06

***

# 2
ORCA calculation (ωB97M-V/def2-TZVPD) on a molecular structure, C18H18BN9OSTi.

ΔE to the lowest compared entry with this formula, charge and spin: 15.7 kJ/mol
expectation value of S²: 0.7558
LUMO (spin up / spin down): 2.654 / 2.653 eV
total charge: -1
largest force on an atom: 0.51 eV Å⁻¹
spin multiplicity: 2
total energy: -2537.40048 Eh
frontier orbital gap (spin up / spin down): 0.2018 / 0.2020 Ha

Last column: Mulliken charge in e.
Element x y z (Å)
H 4.58849 -1.08995 1.46374  0.39
N 1.49878 -0.18190 0.82903  -0.20
C -2.15765 1.91447 0.78591  -1.24
H -2.23917 2.45354 1.73812  0.21
C -3.44101 -1.30857 5.36823  -0.06
H 2.14746 -0.74025 2.71837  0.43
N 2.20640 0.45440 -2.85685  0.62
O -0.52801 -0.18408 2.77701  -0.51
B 1.26056 0.25582 -1.64352  0.78
H -2.55615 2.72955 -2.15618  0.41
H -3.16252 1.72035 0.40162  0.33
H 0.54995 -1.42267 -3.95007  0.47
N 0.41668 1.46606 -1.43907  0.51
H -4.54371 -1.91600 3.64205  0.39
H 2.11533 2.55099 -2.99680  0.46
C -1.27032 2.62165 -0.23033  0.88
S -2.81442 -1.29412 1.40056  -0.47
Ti -0.73112 0.22409 0.79543  0.30
C -3.63366 -1.48050 4.02808  -0.83
C 2.42043 -0.59073 1.68591  -0.03
C -2.24405 -0.73799 5.83475  -0.77
H -0.36212 0.08128 5.14449  0.42
N 2.88604 -0.55371 -3.44865  -1.11
C 3.65171 0.02280 -4.36356  -0.31
N 0.36250 -1.00477 -1.90285  0.60
H -4.20885 -1.60928 6.06985  0.35
C -2.65420 -1.09933 3.07169  0.59
C 3.48953 1.41764 -4.36959  -0.82
C -1.24672 -2.32700 -1.39457  -0.24
H -0.59733 1.41742 -3.31601  0.48
N -0.43074 -1.40499 -0.88029  -0.60
C 0.01877 -1.62248 -3.03631  0.03
H -1.97416 -2.80526 -0.75875  0.39
C 3.65310 -0.76716 1.04163  -1.21
C -1.64691 2.39231 -1.68098  -1.02
N 0.00492 1.86873 -0.10095  -1.05
C 2.55803 1.64721 -3.37980  -0.32
C -1.00850 -2.50381 -2.75486  -1.15
H 3.97489 2.14532 -4.99737  0.40
H -1.50792 -3.17603 -3.43103  0.40
N -1.52004 -0.54365 3.58640  0.25
C -1.31277 -0.37145 4.90755  -0.19
C 3.39356 -0.42237 -0.27246  -0.18
H 4.02630 -0.41918 -1.14488  0.43
N 2.10635 -0.07283 -0.37154  0.26
H 4.29106 -0.58732 -4.98443  0.46
H -2.04548 -0.57943 6.88353  0.38
H -1.13008 3.70262 -0.03216  0.20
C -0.65323 1.73053 -2.28012  -0.50

***

# 3
ORCA calculation (ωB97M-V/def2-TZVPD) on a molecular structure, C18H18Cl5InN2O2PS2Se.

ΔE to the lowest compared entry with this formula, charge and spin: 80.6 kJ/mol
expectation value of S²: 0.7535
LUMO (spin up / spin down): -0.211 / -2.397 eV
largest force on an atom: 2.65 eV Å⁻¹
spin multiplicity: 2
total energy: -6987.01506 Eh
frontier orbital gap (spin up / spin down): 0.2713 / 0.1894 Ha

Last column: Mulliken charge in e.
Element x y z (Å)
P 1.12333 -0.95019 2.67937  0.42
H 4.47089 2.08142 -4.79479  0.39
Cl -3.19690 1.00348 2.49915  -0.10
S 0.91268 -0.84490 -1.10607  -0.40
N -0.34853 2.35218 -2.68768  0.37
H -1.95004 2.96584 -3.91621  0.33
C -3.92100 0.21469 1.12709  -0.07
H 3.78598 -1.99544 0.14800  0.17
C -5.32883 0.15961 1.03480  0.39
H 3.79435 -2.79274 3.13227  0.23
Se -1.13889 2.44608 0.10922  -0.12
Cl -7.68115 -0.57432 -0.12839  -0.18
C -5.95643 -0.47655 -0.07746  -0.07
H -2.36356 2.15494 -2.37049  0.35
H 4.04263 2.17319 -2.27252  0.37
C 1.10313 -2.03090 5.06779  -0.43
H 2.53714 2.02474 -6.31763  0.39
C -1.67148 2.15718 -3.22403  -0.99
N 1.35679 2.49970 -1.30080  0.09
O 2.11188 -2.09528 2.11268  -0.14
H -0.34547 -2.57539 6.54636  0.34
H 0.26904 -0.91963 6.74559  0.30
O 1.41527 -0.86143 4.28140  -0.42
H -0.89088 -1.30421 5.41755  0.19
H 3.90878 -1.08972 2.57461  0.36
S -0.78594 -1.70413 2.46979  -0.39
C 0.83951 2.34141 -3.46795  0.78
C 3.56580 -2.10497 2.30384  -0.26
C 3.22965 2.23795 -3.00832  -0.74
C 3.45975 2.15858 -4.39861  -0.53
H 0.22597 2.11151 -5.49931  0.43
C -5.15343 -1.05396 -1.11589  0.18
H 2.03496 -2.35408 5.57188  0.32
H 1.86063 2.21148 -0.46169  0.36
Cl -5.90231 -1.79581 -2.46532  -0.19
C 4.12279 -2.61678 0.98704  -1.02
C 0.00342 2.31550 -1.36179  -0.56
Cl -6.30818 0.81427 2.26623  -0.19
C 2.38500 2.13316 -5.26156  -0.60
C -0.02626 -1.68063 5.99285  -1.03
H -1.76805 1.19458 -3.75323  0.35
Cl -2.72331 -1.62634 -2.26777  -0.17
In -0.96373 -0.40932 0.24710  0.41
C 1.93124 2.39099 -2.58868  0.25
C 1.05770 2.19192 -4.81775  -0.58
H 0.78816 -2.87371 4.40631  0.43
H 3.77722 -3.64801 0.81512  0.27
H 5.21543 -2.65166 1.04032  0.40
C -3.73020 -0.96004 -1.01287  -0.03
C -3.17455 -0.34421 0.10049  0.33